A structure of composition C11H17CrIN2S2. Source: OMol25; level of theory: the ωB97M-V functional and the def2-TZVPD basis.

Structure (XYZ):
```
34
Properties=species:S:1:pos:R:3:forces:R:3:mulliken_spin:R:1
C -2.70498 0.28997 -3.32550 -0.30 -0.06 -0.21 0.002
C -3.69089 -0.38145 -2.36185 -0.34 -0.20 -0.32 0.006
H -2.96211 1.34527 -3.46848 0.16 -0.13 0.12 0.000
H -2.77336 -0.18772 -4.31122 0.03 0.08 0.14 0.000
H -1.66747 0.24301 -2.99704 -0.12 -0.09 0.04 -0.001
H -3.50649 -0.16996 -1.30536 0.15 0.10 -0.15 0.008
H -4.71123 -0.03781 -2.59373 0.24 -0.13 0.13 0.000
H -3.69672 -1.47521 -2.49475 0.11 0.33 0.14 0.000
Cr 0.19164 0.13652 -0.00472 -1.69 -0.08 -1.26 3.814
C -0.43649 -1.71559 -0.50312 -0.35 -0.66 0.34 -0.152
H -1.52803 -1.87562 -0.48089 0.35 -0.11 -0.12 0.013
H 0.04428 -2.43347 0.18253 -0.19 -0.14 -0.31 0.038
H -0.06245 -1.89926 -1.52871 -0.16 -0.05 0.21 0.001
I -0.52755 2.28279 -1.08613 -0.32 1.41 -0.58 0.051
C -2.12537 0.56389 2.34915 -0.56 -0.02 0.40 0.010
C -0.72857 0.46421 2.80878 1.50 -0.65 -0.78 0.054
N 0.25845 0.21788 1.95079 -0.73 -0.16 2.67 -0.035
C 1.50709 0.08971 2.57517 -2.15 0.78 1.92 0.029
C 1.43176 0.21506 3.94474 -0.08 0.11 -0.82 -0.012
S -0.22127 0.49892 4.46115 1.09 -0.09 -1.00 0.016
C 2.58282 0.06789 1.64838 2.28 0.40 -2.15 0.037
C 3.95220 0.16709 1.78131 -0.94 -0.37 -0.27 -0.009
S 4.72309 0.18733 0.20872 -1.13 -0.05 0.84 0.023
C 3.15792 0.12788 -0.56390 -0.60 0.24 1.66 0.087
N 2.14938 0.10861 0.30590 3.81 -0.33 -0.35 -0.006
C 3.01039 0.21513 -2.04526 0.43 -0.08 -0.09 -0.030
H -2.47822 -0.44962 2.08882 0.03 0.47 -0.06 0.014
H -2.72185 0.94810 3.18035 -0.23 -0.05 -0.24 0.003
H -2.21415 1.23893 1.48283 0.10 -0.31 0.24 0.012
H 2.28769 0.28725 4.60328 -0.32 -0.15 0.14 -0.001
H 4.46862 0.20448 2.73593 0.17 -0.04 -0.44 -0.001
H 4.01603 0.40917 -2.44650 -0.42 -0.04 -0.19 0.000
H 2.63694 -0.72945 -2.47794 0.05 0.41 0.24 0.015
H 2.33893 1.04607 -2.31273 0.13 -0.31 0.11 0.012
```
Forces are in eV/Å.

Summary:
Maximum force, eV/A: 3.8
Orbital gap (alpha / beta), eV: 5.8 / 7.8
Spin multiplicity: 5
Energy, Ha: -2677.3890

---

The ion C11H17N2 with charge +1. Source: OMol25; level of theory: the ωB97M-V functional and the def2-TZVPD basis.

Structure (XYZ):
```
30
Properties=species:S:1:pos:R:3:forces:R:3:lowdin_charge:R:1
C 2.85076 0.07462 -0.40206 -1.63 -0.41 -1.38 0.000
C 0.68777 0.16569 0.06055 2.01 1.40 -0.38 -0.236
C 1.16948 -1.02259 0.59038 -0.81 -2.71 -0.32 0.093
C -0.51270 0.73626 0.35178 -1.81 -1.38 0.78 -0.095
C -1.61766 -0.23890 0.27369 0.16 1.68 0.15 -0.249
C -1.99422 -0.77798 -0.90682 1.78 0.86 1.53 -0.086
C -0.77038 2.02110 1.06898 0.65 0.87 -2.79 0.018
C -2.51217 -0.18391 1.44821 -1.75 -1.48 -1.13 -0.037
C -3.21906 -1.40478 -1.18723 -5.09 -2.72 2.16 -0.086
C 1.79990 2.17919 -1.14575 0.51 0.40 1.25 0.021
C 3.32631 -2.25483 0.28578 1.71 1.48 3.08 -0.007
N 1.78786 0.89463 -0.43174 1.59 -0.12 -0.88 -0.039
N 2.47088 -1.09130 0.13877 -0.56 1.12 0.34 -0.143
H 3.68667 0.08559 -1.08768 0.37 0.79 0.43 0.169
H -1.37493 -0.58619 -1.71397 1.41 0.17 -1.55 0.104
H -1.55059 2.59186 0.54131 0.26 0.02 0.11 0.125
H 0.09254 2.65158 1.27622 0.06 -0.19 -0.22 0.102
H -1.20670 1.73723 1.95667 -0.86 -0.52 2.24 0.060
H -1.93766 -0.23128 2.31767 0.78 0.16 1.63 0.074
H -3.12760 -1.12290 1.44414 0.16 1.19 0.17 0.111
H -3.09979 0.74078 1.38547 -0.27 -0.45 0.37 0.113
H -3.55436 -1.43292 -2.20903 -0.10 1.01 -0.49 0.075
H -4.11007 -1.04732 -0.40754 2.14 -0.79 -2.36 0.154
H -3.27866 -2.55276 -1.06406 0.73 1.43 0.50 0.135
H 2.12161 2.08404 -2.18018 0.45 0.01 0.21 0.104
H 0.82815 2.63716 -1.17515 -0.61 -0.21 0.14 0.082
H 2.39900 2.82897 -0.47352 0.00 -0.02 -1.13 0.119
H 3.63903 -2.22913 1.41202 -0.28 -0.35 -2.02 0.138
H 2.76775 -3.14347 0.15413 -0.38 -0.76 -0.59 0.078
H 4.23883 -2.10845 -0.32104 -0.64 -0.48 0.15 0.102
```
Forces are in eV/Å.

Summary:
Maximum force, eV/A: 6.2
Orbital gap, eV: 7.2
Charge: +1
Energy, Ha: -538.4520

---

An isolated molecule of C11H17N3O3S. Source: OMol25; level of theory: the ωB97M-V functional and the def2-TZVPD basis.

Structure (XYZ):
```
35
Properties=species:S:1:pos:R:3:forces:R:3:lowdin_charge:R:1
C 4.24711 -1.86775 -2.02592 -0.11 0.21 0.06 -0.108
C 3.61012 -0.85342 -1.08408 0.12 -0.26 0.10 -0.259
C 3.73523 -1.29911 0.37126 -0.15 0.23 -0.08 -0.199
H 4.79046 -1.34250 0.64817 0.04 -0.08 0.05 0.120
H 3.32517 -2.30831 0.47002 0.08 -0.08 0.00 0.100
C 3.00785 -0.37767 1.36908 0.44 -0.05 0.09 -0.380
C 1.55742 -0.34107 1.05289 -0.32 -0.76 0.29 -0.562
N 0.89961 0.68397 0.66411 1.35 0.61 0.10 0.043
N -0.38636 0.46997 0.42580 -1.59 -0.29 -0.10 0.031
C -0.75136 -0.74908 0.62082 1.19 -0.37 0.45 -0.592
N -2.01745 -1.22145 0.42738 -0.28 -0.60 0.20 0.125
C -3.00574 -0.56433 -0.26347 0.03 0.11 -0.10 -0.352
O -4.12671 -0.99537 -0.33231 -0.02 0.16 -0.09 0.132
C -2.51698 0.68699 -1.01053 -0.12 -0.02 -0.56 -0.466
O -1.92083 0.60076 -2.05133 -0.18 -0.11 0.16 0.135
O -2.92412 1.78602 -0.41211 -0.36 -0.05 0.33 0.024
C -2.53172 3.04017 -0.99044 0.30 0.43 -0.30 -0.195
C -1.32234 3.60066 -0.25928 -0.26 -0.30 -0.11 -0.061
H -1.02484 4.54040 -0.71548 0.02 0.13 -0.05 0.077
H -1.56196 3.77125 0.78677 0.02 0.04 0.11 0.079
H -0.49779 2.89546 -0.31483 0.09 0.03 0.00 0.054
H -3.40052 3.69422 -0.88633 0.08 -0.14 -0.05 0.125
H -2.30676 2.88125 -2.04928 -0.13 0.06 0.18 0.120
H -2.25756 -2.12481 0.82085 -0.10 0.25 -0.14 0.158
S 0.55235 -1.79381 1.16639 -0.23 0.80 -0.31 1.107
C 3.58146 1.03696 1.39673 -0.10 -0.18 0.05 -0.064
H 3.38354 1.54612 0.45948 0.02 0.11 -0.06 0.073
H 4.65426 0.99761 1.56681 0.12 -0.01 0.01 0.083
H 3.11918 1.61206 2.19423 -0.01 0.11 0.03 0.081
H 3.12039 -0.82559 2.36494 -0.01 0.06 -0.07 0.139
H 4.09689 0.11328 -1.21664 -0.07 0.08 -0.01 0.108
H 2.55606 -0.73147 -1.34297 -0.02 0.09 -0.01 0.109
H 3.75943 -2.83601 -1.93429 -0.02 -0.12 -0.02 0.072
H 4.15813 -1.53616 -3.05726 0.04 -0.05 -0.13 0.070
H 5.30284 -1.99314 -1.79477 0.13 -0.06 -0.02 0.073
```
Forces are in eV/Å.

Summary:
Maximum force, eV/A: 1.6
Orbital gap, eV: 9.8
SMILES: CCC[C@@H](C)c1nnc(NC(=O)C(=O)OCC)s1
Energy, Ha: -1217.5369

---

A structure of composition C11H17N3O4S3. Source: OMol25; level of theory: the ωB97M-V functional and the def2-TZVPD basis.

Structure (XYZ):
```
38
Properties=species:S:1:pos:R:3:forces:R:3:lowdin_charge:R:1
O -2.26165 2.45909 -2.85911 -1.70 -0.61 1.98 -0.317
O -0.11546 2.87112 -1.73166 -1.19 -2.04 0.59 -0.327
O -5.35179 -0.91005 0.35424 -0.09 -1.77 -2.02 -0.272
O -4.38608 0.23703 2.05504 2.27 -1.11 1.04 -0.267
S 1.42740 -0.25505 -1.32830 1.53 0.61 -0.96 0.973
C -0.44923 -1.44138 0.03750 1.33 -0.93 -0.08 -0.030
C -2.50277 0.24445 -0.65547 -1.21 -0.28 0.42 0.013
C -0.22612 -0.43217 -0.85050 0.72 -0.78 -0.15 -0.549
C -1.68187 -1.56402 0.61731 0.35 -2.27 2.95 -0.263
C -1.28142 0.32350 -1.30391 -1.50 3.17 0.06 -0.236
C -2.70347 -0.80325 0.27324 -2.02 3.41 -1.56 -0.205
N -1.92572 -2.36589 1.71755 3.58 -1.23 0.19 0.015
N -0.36350 1.41476 -3.74212 -0.14 -1.40 1.20 -0.076
N -4.10254 -2.33538 1.97221 -2.24 1.53 1.35 -0.098
C -2.91119 -2.24780 2.72145 1.14 -2.33 1.75 -0.263
C 4.49984 -0.24558 -0.24526 0.91 -0.35 1.59 -0.109
C 4.06820 2.19795 0.72087 1.11 -0.48 -0.11 -0.072
C 2.19007 0.61660 0.08435 0.11 1.05 0.48 -0.420
C 3.65389 1.01967 -0.21917 -0.37 1.35 -2.33 -0.505
S -1.06643 1.89612 -2.28717 2.40 1.85 -2.17 0.657
S -4.20338 -0.91327 1.19217 -3.67 3.84 -0.54 0.635
H 0.39931 -2.10714 0.27690 -0.67 0.49 0.15 0.134
H -3.32227 0.98819 -0.72117 0.70 -0.48 -0.60 0.150
H -1.37309 -3.18069 1.82939 0.87 -0.29 -0.09 0.129
H -1.16656 1.48950 -4.35043 0.30 0.00 -0.57 0.055
H 0.32482 2.11675 -3.91909 0.58 0.33 -0.36 0.052
H -3.95113 -3.03846 1.29867 -0.38 -1.20 -1.06 0.110
H -2.88162 -1.37547 3.38173 -0.01 0.10 -0.41 0.133
H -2.77047 -3.18351 3.39364 -0.44 1.61 -0.95 0.167
H 5.51306 -0.15662 -0.69680 -0.43 0.42 0.87 0.089
H 4.49547 -0.59762 0.82541 0.74 0.00 -0.89 0.093
H 4.10774 -1.08351 -0.81290 -0.77 0.19 -0.19 0.052
H 3.31465 2.99738 0.87438 0.08 -0.87 -0.17 0.081
H 4.31926 1.69361 1.66009 -0.01 0.62 0.33 0.070
H 4.98306 2.75986 0.36395 -0.81 -0.95 0.27 0.091
H 2.31627 -0.04494 0.94729 -0.64 -0.07 0.05 0.082
H 1.58502 1.52091 0.37015 0.44 -0.97 -0.42 0.101
H 3.79971 1.43533 -1.24446 -0.88 -0.14 0.38 0.128
```
Forces are in eV/Å.

Summary:
Maximum force, eV/A: 5.3
Orbital gap, eV: 8.9
Energy, Ha: -2089.0161

---

A cluster of 2 separate species, C11H17N5O4 in total. Source: OMol25; level of theory: the ωB97M-V functional and the def2-TZVPD basis.

Structure (XYZ):
```
37
Properties=species:S:1:pos:R:3:forces:R:3:lowdin_charge:R:1
C -2.05923 -1.72622 0.10391 0.99 -1.09 -2.75 -0.343
C -0.67469 -1.01285 -0.32013 -0.84 -1.81 1.45 -0.460
C -3.16658 -1.13978 -0.84145 0.90 -5.85 -2.63 -0.151
C -3.54691 0.11878 -0.35657 -2.39 4.19 -0.77 -0.330
C -3.29896 1.21584 -1.16982 2.02 -2.27 -0.20 -0.099
C -4.18690 1.86224 0.63809 -2.00 0.08 2.30 -0.280
C 1.51928 -0.44832 0.40909 -0.47 1.82 -2.16 -0.258
C 2.43767 -1.47867 -0.49049 -1.77 1.15 2.04 -0.466
C 2.24354 -0.01177 1.67462 -0.06 0.86 -2.88 -0.153
C 3.64316 0.63432 1.21116 -1.38 -1.02 5.12 -0.105
C 3.65389 1.72456 0.22389 0.38 1.73 -4.12 -0.566
H -2.57540 -2.58789 1.80860 0.25 0.65 -0.04 0.090
H -3.24813 -1.09351 1.65209 2.13 -0.74 -0.28 0.097
H -1.78965 -2.83620 -0.05408 -0.51 1.57 -0.66 0.169
H -2.44150 -1.04646 -1.85111 -2.69 -0.07 2.23 0.162
H -4.17627 -1.94360 -1.03695 3.17 2.19 0.61 0.188
H -2.72627 1.22344 -2.09033 -0.19 0.12 0.21 0.128
H -4.66871 2.54894 1.27894 -0.20 0.68 0.83 0.105
H -3.09819 3.37506 -0.50312 -2.46 -4.45 -0.25 0.272
H -0.15013 -1.47607 1.56168 1.31 1.36 -1.66 0.176
H 1.22622 0.47461 -0.22689 1.15 -1.49 0.78 0.150
H 2.53828 -0.94550 2.06775 0.27 -0.82 1.54 0.096
H 1.59520 0.62113 2.33821 0.74 -0.67 -0.62 0.124
H 3.80120 0.87626 2.39573 1.22 0.32 -3.12 0.172
H 4.23336 -0.23732 0.91762 0.44 0.69 -0.01 0.115
H 1.79491 2.83972 1.27897 2.62 -0.89 -4.83 0.287
H 2.74079 3.23320 -0.71786 -0.51 -0.53 1.48 0.101
H 3.38248 -1.63184 -2.24544 -0.93 2.15 2.69 0.214
N -2.33889 -1.64810 1.46445 -2.70 0.30 3.15 0.014
N -4.32456 0.57272 0.79728 2.58 -0.66 -2.31 0.124
N -3.63616 2.29973 -0.47891 2.11 5.97 -0.21 0.014
N 0.22669 -0.99787 0.67034 -1.31 -1.44 2.52 0.076
N 2.51570 2.49329 -0.00518 -2.05 1.14 4.67 0.071
O -0.35616 -0.73520 -1.44537 -0.38 0.69 -1.72 0.062
O 2.44892 -2.61153 -0.08781 0.68 -0.11 -1.10 0.109
O 4.47770 1.89672 -0.71428 -0.61 -1.19 2.74 0.006
O 3.06411 -0.90764 -1.52796 0.50 -2.56 -2.03 0.088
```
Forces are in eV/Å.

Summary:
Maximum force, eV/A: 6.5
Orbital gap, eV: 8.2
Energy, Ha: -1003.9132

---

A cluster of 3 separate species, C11H18 in total. Source: OMol25; level of theory: the ωB97M-V functional and the def2-TZVPD basis.

Structure (XYZ):
```
29
Properties=species:S:1:pos:R:3:forces:R:3:lowdin_charge:R:1
C -2.21507 0.39224 -1.35179 1.19 0.97 -0.39 -0.084
C -2.53118 -1.00159 -1.04629 2.53 -0.23 -2.55 -0.097
C -2.59840 -1.38776 0.24918 -1.22 1.66 3.27 -0.086
C -2.70274 -0.31447 1.26962 -0.01 -4.99 1.21 -0.116
C -2.64447 0.92314 0.90178 1.26 3.40 -1.88 -0.142
C -2.25633 1.36176 -0.39810 -2.39 -7.42 3.11 -0.093
C 2.43038 0.07699 -0.03119 0.27 -3.65 3.08 -0.833
C 2.31609 -1.06223 -0.91813 -0.48 -2.58 0.03 -0.116
C 3.92462 -0.14777 0.35954 -0.57 6.01 -2.70 -0.076
C 1.62935 -0.29250 1.21928 -1.46 -0.67 -0.17 -0.078
C 2.06828 1.40614 -0.46896 -1.62 4.77 0.99 -0.085
H -1.65192 0.97597 -2.14143 -1.20 -2.29 -0.78 0.124
H -2.35493 -1.79147 -1.86488 -0.60 1.36 1.30 0.123
H -2.69818 -2.37171 0.71177 0.10 -0.10 -1.05 0.099
H -2.77326 -0.43893 2.41528 -0.04 -0.70 -2.13 0.135
H -2.64384 1.58765 1.69036 -0.31 1.92 1.36 0.080
H -2.27034 2.29654 -0.58851 0.77 6.40 -1.46 0.035
H 2.93496 -0.82630 -1.73322 0.34 -0.40 -1.86 0.074
H 2.67033 -2.03480 -0.42731 -0.30 1.38 -0.71 0.119
H 1.29169 -1.24017 -1.06803 -1.46 -0.30 -1.36 0.064
H 4.27468 0.57627 1.04630 0.22 0.35 1.77 0.064
H 4.12342 -1.10920 0.52882 1.04 -3.48 0.94 0.030
H 4.47765 0.27658 -0.51530 -0.01 -1.00 0.12 0.107
H 1.77284 0.58190 1.86050 -0.69 -0.31 0.57 0.064
H 2.17651 -1.18144 1.67325 -1.30 0.90 -0.26 0.098
H 0.43517 -0.50306 0.92587 3.24 0.56 1.09 0.143
H 0.88653 2.08050 0.03935 3.28 -2.81 -1.65 0.172
H 2.84256 1.83129 0.45746 -1.70 1.06 -3.67 0.137
H 1.98294 1.56668 -1.71997 1.11 0.17 3.78 0.138
```
Forces are in eV/Å.

Summary:
Maximum force, eV/A: 8.4
Orbital gap, eV: 10.1
Energy, Ha: -429.6857